1.
{"formula": "C35H35N4S4Sb3Tc", "method": "ωB97M-V/def2-TZVPD", "symbols": ["Tc", "C", "C", "N", "N", "C", "N", "S", "C", "C", "C", "C", "C", "N", "H", "H", "H", "H", "H", "H", "H", "H", "H", "S", "Sb", "S", "S", "C", "C", "C", "Sb", "C", "C", "C", "C", "C", "C", "C", "C", "C", "C", "C", "C", "Sb", "C", "C", "C", "C", "C", "C", "C", "C", "C", "C", "C", "C", "H", "H", "H", "H", "H", "H", "H", "H", "H", "H", "H", "H", "H", "H", "H", "H", "H", "H", "H", "H", "H", "H", "H", "H", "H", "H"], "positions_angstrom": [[0.636870, -0.702837, 0.825198], [0.160458, 0.639831, 4.959213], [0.410918, 0.468689, 3.499333], [0.160401, -0.605204, 2.836727], [-0.340572, -1.670178, 3.540061], [-0.622081, -2.681295, 2.766309], [-1.121065, -3.790605, 3.339760], [-0.511008, -2.679337, 0.987310], [1.017413, 1.523754, 2.692258], [1.370377, 2.753274, 3.227942], [1.997109, 3.688893, 2.433331], [2.248537, 3.384347, 1.100358], [1.848668, 2.159679, 0.613634], [1.249935, 1.229798, 1.390551], [-0.498145, -0.141111, 5.317789], [-0.291247, 1.613687, 5.160504], [1.100814, 0.579381, 5.515741], [-1.108273, -3.862210, 4.343901], [-1.161528, -4.636562, 2.800589], [1.153244, 2.961816, 4.268906], [2.292109, 4.649392, 2.846136], [2.743000, 4.087142, 0.438479], [2.021076, 1.886871, -0.414148], [1.093127, -5.020526, 1.265671], [2.990457, -4.122237, 2.019790], [2.745647, -1.542064, 1.548906], [3.781240, -2.693257, 0.138679], [-0.145269, 0.063032, -3.089338], [-0.494627, 1.502142, -2.668670], [-1.742842, 1.593752, -1.788007], [-1.634874, 0.589480, 0.097235], [-2.076881, 2.237621, 1.355762], [-3.102031, 2.174382, 2.300673], [-3.370886, 3.274412, 3.111559], [-2.618349, 4.436378, 2.983930], [-1.591513, 4.503620, 2.047260], [-1.319781, 3.406662, 1.236621], [-3.466147, -0.450196, 0.193208], [-4.464398, -0.264222, -0.761407], [-5.651738, -0.982732, -0.672782], [-5.850352, -1.878716, 0.369902], [-4.868682, -2.049597, 1.337761], [-3.676510, -1.341432, 1.247738], [1.249198, -0.882409, -1.769897], [1.396103, -2.693523, -2.840869], [2.011243, -2.718113, -4.091728], [2.071588, -3.906688, -4.811169], [1.522747, -5.068113, -4.281449], [0.914928, -5.044983, -3.032659], [0.851671, -3.858646, -2.311283], [2.950308, 0.236746, -2.401752], [3.032299, 0.728979, -3.709543], [4.126896, 1.486577, -4.117330], [5.150433, 1.765931, -3.220788], [5.075223, 1.292422, -1.914937], [3.979772, 0.535847, -1.507227], [0.304440, 0.031447, -4.082944], [-1.033562, -0.575537, -3.132783], [-0.677896, 2.109661, -3.558046], [0.358227, 1.974245, -2.165561], [-2.595826, 1.164649, -2.319364], [-1.991609, 2.628428, -1.546877], [-3.700445, 1.275031, 2.400925], [-4.174446, 3.225534, 3.839285], [-2.837758, 5.295577, 3.609273], [-1.008028, 5.413449, 1.943790], [-0.518087, 3.472436, 0.506830], [-4.340559, 0.445887, -1.569549], [-6.422230, -0.838534, -1.419615], [-6.773671, -2.443377, 0.430571], [-5.028128, -2.736085, 2.162860], [-2.919763, -1.479844, 2.010546], [2.461740, -1.821994, -4.505887], [2.552968, -3.925044, -5.782956], [1.575989, -5.994804, -4.841192], [0.500423, -5.953109, -2.608211], [0.403029, -3.864255, -1.329732], [2.242494, 0.528390, -4.425721], [4.178223, 1.856650, -5.136569], [6.005993, 2.352869, -3.538905], [5.872478, 1.506668, -1.210936], [3.941010, 0.183903, -0.482962]], "forces_ev_per_angstrom": [[-0.05, -2.28, 0.31], [0.01, 0.11, 0.03], [0.11, 0.40, 0.14], [-0.05, -0.23, 0.05], [0.02, -0.18, -0.55], [-0.16, -0.22, 0.65], [-0.11, 0.22, -0.18], [0.29, 1.17, -0.12], [0.07, -0.01, -0.02], [0.07, 0.19, 0.23], [0.11, 0.18, 0.04], [0.05, 0.07, -0.03], [-0.14, -0.16, 0.40], [0.04, 0.57, -0.26], [-0.03, -0.04, 0.02], [0.02, -0.08, -0.02], [-0.05, 0.03, -0.04], [0.01, 0.03, -0.01], [0.05, -0.10, -0.01], [0.07, 0.00, -0.14], [-0.05, -0.14, -0.06], [-0.05, -0.09, 0.09], [0.00, -0.07, -0.10], [-0.16, -0.18, -0.24], [0.24, 0.27, -0.07], [-0.33, 0.61, -0.15], [-0.03, -0.14, 0.07], [-0.12, 0.14, 0.08], [-0.05, -0.13, 0.00], [0.01, -0.08, -0.14], [0.22, 0.06, -0.02], [0.00, 0.15, 0.12], [0.14, 0.13, 0.00], [0.04, -0.04, -0.03], [0.03, -0.01, -0.02], [-0.04, -0.08, -0.02], [-0.23, -0.01, 0.11], [-0.07, -0.14, 0.01], [-0.05, -0.09, 0.16], [0.04, 0.00, 0.03], [0.00, 0.01, -0.01], [0.04, 0.02, 0.02], [-0.16, 0.08, -0.13], [-0.02, 0.12, 0.00], [0.16, -0.05, -0.02], [-0.03, -0.13, 0.02], [-0.01, 0.08, 0.03], [-0.02, 0.00, 0.02], [0.00, 0.00, 0.00], [0.10, -0.04, -0.21], [0.07, 0.13, -0.19], [0.13, 0.02, 0.13], [-0.08, -0.05, 0.03], [0.00, -0.02, 0.08], [-0.05, -0.02, -0.05], [0.07, 0.05, -0.20], [-0.08, 0.00, 0.05], [0.01, 0.08, -0.01], [0.02, 0.00, -0.03], [-0.01, 0.00, -0.02], [0.08, 0.06, 0.00], [0.01, -0.01, -0.03], [0.01, 0.04, -0.01], [0.07, 0.00, -0.08], [0.02, -0.09, -0.06], [-0.05, -0.09, 0.01], [-0.08, 0.02, 0.01], [-0.01, -0.06, 0.01], [0.01, -0.01, 0.02], [0.05, 0.05, 0.00], [0.02, 0.06, -0.08], [0.01, -0.01, 0.01], [-0.02, -0.06, 0.02], [-0.03, 0.00, 0.08], [0.00, 0.05, 0.04], [0.03, 0.07, -0.04], [-0.04, 0.00, 0.11], [0.09, 0.03, 0.04], [-0.01, -0.04, 0.11], [-0.09, -0.06, 0.04], [-0.06, -0.02, -0.06], [-0.02, -0.06, 0.03]], "e_homo_ha": [-0.3810, -0.3810], "orbital_gap_ev": [6.41, 6.41], "lumo_ev": [-3.957, -3.960], "total_charge": 1}



2.
{"formula": "C35H36BBrCrN3O3PSe2", "method": "ωB97M-V/def2-TZVPD", "symbols": ["Cr", "Se", "P", "Se", "C", "C", "C", "C", "C", "C", "C", "C", "C", "C", "C", "C", "H", "H", "H", "H", "H", "H", "H", "H", "H", "H", "C", "C", "O", "N", "C", "C", "C", "C", "C", "C", "N", "H", "H", "H", "H", "H", "H", "H", "H", "H", "H", "C", "C", "C", "C", "C", "C", "C", "C", "O", "B", "O", "C", "C", "H", "H", "H", "H", "H", "H", "H", "H", "H", "H", "H", "H", "Br", "C", "C", "C", "C", "C", "N", "H", "H", "H", "H"], "positions_angstrom": [[0.946160, -0.805070, 0.182773], [2.003659, -0.911323, 2.631444], [3.803883, -0.572968, 1.393716], [3.435648, -0.853688, -0.766091], [4.352151, 1.113596, 1.836271], [4.347450, 1.689653, 3.102707], [4.762304, 2.987803, 3.335914], [5.204847, 3.759270, 2.259683], [5.333192, 3.238918, 1.000255], [4.901956, 1.908207, 0.831270], [5.199227, -1.757827, 1.754278], [5.065407, -3.063417, 1.418206], [6.082760, -3.965645, 1.569081], [7.309450, -3.541979, 2.180742], [7.425162, -2.203724, 2.592739], [6.355376, -1.300233, 2.359693], [4.129346, 1.022617, 3.907561], [4.689837, 3.434344, 4.308586], [5.505692, 4.764087, 2.488096], [5.682629, 3.778277, 0.154915], [5.029503, 1.527931, -0.236490], [4.159535, -3.528290, 1.020792], [5.969910, -4.941237, 1.192984], [8.211276, -4.152365, 2.160896], [8.366982, -1.787836, 2.939994], [6.323528, -0.268042, 2.666544], [-2.124401, -0.534910, -3.959976], [-0.720029, -0.072556, -3.681258], [0.211090, -0.117904, -4.437140], [-0.579301, 0.518542, -2.492643], [0.788885, 1.019339, -2.237303], [0.978639, 2.027442, -1.147032], [1.046539, 3.355871, -1.356734], [0.912555, 4.221294, -0.277965], [1.016263, 3.742056, 1.020248], [1.095616, 2.362777, 1.182305], [1.009162, 1.494522, 0.153881], [-2.784534, 0.336857, -4.089026], [-2.497386, -1.215682, -3.157708], [-2.105307, -1.067996, -4.901350], [-1.276222, 0.493215, -1.745939], [1.071792, 1.408246, -3.194773], [1.497483, 0.177564, -2.081878], [0.983510, 3.760838, -2.343959], [0.721220, 5.266360, -0.457086], [1.032423, 4.346407, 1.887953], [1.177896, 1.864410, 2.130075], [-7.521869, 2.210735, -0.519466], [-6.958559, 0.802331, -0.599830], [-8.007875, -0.137582, -0.043217], [-6.915313, 0.515584, -2.137624], [-5.586869, 0.720664, 0.009786], [-5.412571, 1.227995, 1.323871], [-4.164803, 1.143000, 1.952214], [-3.109014, 0.527782, 1.303405], [-1.819064, 0.341369, 1.694438], [-1.237006, -0.371391, 0.607080], [-2.227471, -0.563072, -0.451735], [-3.351750, 0.023992, 0.014534], [-4.513549, 0.141018, -0.655363], [-8.324074, 2.339081, -1.244377], [-6.819365, 2.981909, -0.656046], [-7.922619, 2.426815, 0.442409], [-9.068953, 0.175519, -0.345304], [-7.961287, -0.216660, 1.007103], [-7.811548, -1.147926, -0.461829], [-7.952124, 0.586995, -2.522324], [-6.640380, -0.513024, -2.430559], [-6.304770, 1.214906, -2.740061], [-6.189885, 1.821635, 1.823029], [-4.061497, 1.481634, 2.939215], [-4.528800, -0.255259, -1.649556], [-0.468423, -3.506124, 2.036222], [0.296570, -3.804723, 0.333758], [0.449591, -5.092400, -0.080269], [0.821431, -5.287394, -1.389098], [1.181701, -4.229332, -2.220106], [1.137105, -2.973514, -1.653031], [0.678315, -2.781485, -0.389171], [0.229511, -5.923446, 0.573672], [0.934130, -6.344931, -1.611928], [1.625157, -4.439880, -3.180745], [1.473151, -2.052588, -2.178350]], "forces_ev_per_angstrom": [[-0.78, 1.34, 0.63], [1.03, -0.12, -0.26], [-0.38, -0.66, 0.54], [0.46, 0.31, 0.91], [1.22, 0.91, -1.27], [0.12, -0.74, 0.43], [-0.28, -0.20, -1.00], [0.23, 0.52, 0.90], [-1.00, -1.78, 0.70], [0.43, 0.02, -2.61], [-0.66, 2.11, 0.63], [-0.99, -2.26, -0.74], [2.34, 1.35, 1.42], [-0.75, 0.84, -0.96], [-0.67, 0.31, -0.76], [0.16, -0.95, 0.25], [-0.60, -0.04, 0.69], [0.11, -0.05, 0.36], [0.09, 0.45, -0.14], [0.34, 0.46, -0.41], [-0.45, 0.16, 1.63], [-0.06, 0.81, -0.11], [-0.07, -1.14, -0.22], [-0.40, -0.15, 0.29], [-0.12, -0.31, 0.22], [0.73, 0.19, 0.10], [-0.35, -0.57, -0.09], [-1.67, 0.32, 0.89], [1.08, -0.72, -1.80], [1.02, 1.19, 1.88], [0.07, -0.56, -0.22], [-0.43, -2.59, 2.28], [-0.92, 1.29, 0.12], [0.49, 0.17, 0.76], [-0.04, -0.91, -1.07], [-0.15, -1.05, -1.16], [0.27, 1.17, -1.52], [0.15, -0.31, 0.28], [0.21, 0.68, -0.52], [-0.10, -0.20, -0.16], [0.34, -0.28, -0.57], [0.48, 0.58, -0.37], [-0.49, 0.43, 0.02], [0.06, 0.02, -0.53], [0.24, 0.24, -0.03], [-0.14, 0.70, 0.56], [0.03, 0.10, 0.47], [-0.69, -0.10, 0.11], [-0.30, 0.59, -2.46], [-0.95, -0.88, -1.42], [-0.52, -0.35, -0.59], [-0.63, 0.34, 1.34], [0.58, 0.00, -0.89], [-0.06, -0.57, -0.67], [-1.75, 0.32, -0.67], [-0.16, -0.76, -1.06], [0.97, -0.39, -0.54], [1.08, 0.09, 1.02], [1.12, 0.43, 1.62], [-0.82, -0.06, 0.04], [-0.08, 0.00, 0.02], [1.22, 0.84, -0.60], [-0.58, -0.01, 0.99], [1.53, -0.38, 0.33], [-0.02, 0.03, 1.36], [-0.32, 0.40, 0.35], [0.41, 0.20, 0.21], [0.27, 0.30, 0.45], [-0.15, -0.20, 0.52], [0.16, -0.63, -0.26], [0.26, 0.63, 1.20], [-0.42, -0.11, -0.39], [0.02, 0.00, -0.11], [-0.12, 0.56, 0.96], [-0.46, -0.66, -0.43], [0.61, -0.95, 0.45], [0.22, -0.34, 0.51], [-0.15, 0.31, -0.14], [0.18, 0.65, -0.99], [-0.06, 0.06, -0.02], [0.04, 0.26, -0.81], [-0.24, 0.31, -0.21], [-0.38, -1.00, 0.30]], "e_homo_ha": [-0.2488, -0.2816], "spin_multiplicity": 5, "orbital_gap_ev": [7.04, 7.74], "lumo_ev": [0.267, 0.081]}



Number 1: E -107972.2228 eV. Number 2: E -286616.9965 eV.